(1)
# C2H6N4S2

A molecular structure, C2H6N4S2 (ωB97M-V/def2-TZVPD, the OMol25 dataset).

The value obtained for the LUMO energy is -0.45 eV. Its HOMO energy is -8.2 eV. The calculation puts the HOMO-LUMO gap at 7.8 eV.

Geometry (Å):
C1 -1.02589 -0.95368 -0.04631
C2 0.13854 -1.27027 0.77847
N1 1.05595 -0.07773 0.78378
N2 -0.65977 0.85734 -0.42984
N3 0.59748 0.87234 -0.08439
N4 1.39460 0.90703 -1.26684
S1 -2.34119 -1.66237 -0.54292
S2 -1.95415 1.76896 0.34504
H1 -0.19349 -1.54865 1.78362
H2 0.84971 -2.12258 0.38725
H3 1.26813 0.27667 1.77479
H4 1.12940 0.04011 -1.74456
H5 2.36938 0.69750 -1.06936
H6 -2.62872 2.21534 -0.66875

(2)
# C3H6ClN3

A single C3H6ClN3 molecule (ωB97M-V/def2-TZVPD, the OMol25 dataset).

The structure (SMILES) is N/C=C(Cl)\C=N/N. The value obtained for the LUMO energy is 0.89 eV. Its HOMO energy is -8.0 eV. The calculation puts the HOMO-LUMO gap at 8.9 eV.

Geometry (Å):
C1 -1.13099 0.17537 -0.74039
C2 -0.23713 0.39719 0.28427
C3 1.21752 0.21230 0.21436
H1 -0.01818 -0.93195 -2.01697
H2 -1.63857 -0.57392 -2.62421
H3 -2.18753 0.44690 -0.63215
H4 1.86909 1.00652 0.59882
H5 0.37939 -2.10728 -0.09238
H6 1.78297 -2.61553 -0.93033
N1 -0.85173 -0.31963 -1.98724
N2 1.85200 -0.80456 -0.29766
N3 1.11318 -1.87093 -0.77495
Cl1 -0.82810 1.23717 1.68040

(3)
# C23H32AuN4O6

A molecular structure, C23H32AuN4O6 (ωB97M-V/def2-TZVPD, the OMol25 dataset).

The value obtained for the LUMO energy (alpha / beta) is -2.97 / -5.76 eV. Its HOMO energy (alpha / beta) is -11.9 / -12.1 eV. Its spin multiplicity is 3. The calculation puts the HOMO-LUMO gap (alpha / beta) at 9.0 / 6.3 eV. The total charge is +1.

Geometry (Å):
Au1 0.17385 0.04730 -0.13530
C1 -2.08678 -2.44033 -3.69854
C2 -1.33006 -2.19304 -2.41980
O1 -0.87804 -1.09054 -2.19221
C3 -1.13662 -3.33372 -1.46607
C4 -1.23398 -4.61745 -1.92683
C5 -0.95482 -5.72573 -1.10479
C6 -0.57500 -5.55276 0.23509
C7 -0.50838 -4.29384 0.75495
C8 -0.82167 -3.13093 -0.05175
O2 -0.86447 -2.02181 0.51702
H1 -2.25598 -1.48656 -4.18889
H2 -3.03895 -2.93745 -3.50761
H3 -1.49879 -3.07447 -4.36668
H4 -1.50457 -4.79271 -2.95876
H5 -1.02293 -6.72435 -1.51620
H6 -0.34472 -6.41303 0.85018
H7 -0.25418 -4.12212 1.79240
N1 0.79585 -0.90709 2.64237
C9 1.68110 -1.02826 3.64532
C10 2.93456 -0.86053 3.10378
C11 2.71121 -0.64384 1.73930
N2 1.41193 -0.67408 1.47180
H8 -0.20370 -1.03804 2.65461
H9 1.36207 -1.21531 4.65716
H10 3.87978 -0.89585 3.61681
H11 3.42265 -0.46672 0.94756
C12 -1.08868 2.36272 2.27118
C13 -0.00683 3.11458 1.53595
O3 0.96932 2.18235 1.06827
C14 2.14777 2.79882 0.52936
C15 3.08108 3.29992 1.61386
H12 -1.87550 3.05227 2.57903
H13 -0.67990 1.88862 3.16617
H14 -1.54928 1.60614 1.63158
H15 0.47641 3.82945 2.20545
H16 -0.41385 3.67293 0.68605
H17 1.85148 3.61103 -0.14142
H18 2.63119 2.03633 -0.07791
H19 2.69510 4.18661 2.11605
H20 4.04346 3.56351 1.17122
H21 3.24448 2.52080 2.36132
C16 -4.11898 2.30810 -4.53401
C17 -3.31223 1.65609 -3.41425
C18 -2.71737 2.64921 -2.36702
C19 -3.77183 3.61679 -1.83277
C20 -3.24019 4.51752 -0.72179
C21 -1.61517 3.42077 -3.07685
O4 -1.81495 4.39500 -3.75553
N3 -0.32733 2.88938 -2.99479
C22 0.04171 1.89570 -2.12991
O5 1.17844 1.41393 -2.11165
N4 -0.87578 1.44819 -1.22430
C23 -2.21462 1.74633 -1.23888
O6 -2.97426 1.26402 -0.42593
H22 -4.32789 1.57484 -5.31335
H23 -3.58211 3.14087 -4.98891
H24 -5.07430 2.68010 -4.16489
H25 -2.48704 1.07524 -3.84051
H26 -3.94155 0.96051 -2.85592
H27 -4.61230 3.02643 -1.46827
H28 -4.11671 4.23024 -2.66248
H29 -2.92260 3.93139 0.14392
H30 -4.01707 5.20347 -0.38473
H31 -2.39942 5.12264 -1.07015
H32 0.39191 3.30704 -3.56818